(1)
{
  "formula": "C3H6BF3",
  "method": "ωB97M-V/def2-TZVPD",
  "fmax_ev_per_a": 3.70,
  "relative_energy_ev": 3.8076,
  "homo_lumo_gap_ev": 8.73,
  "e_tot_ev": -12033.198,
  "species": ["B", "C", "C", "C", "F", "F", "F", "H", "H", "H", "H", "H", "H"],
  "coordinates": [[-0.30, 0.18, 0.09], [-0.85, -1.33, -0.26], [-1.01, 1.52, 0.53], [1.99, -0.09, -0.18], [-2.15, -1.69, 0.00], [-0.54, 2.54, -0.34], [2.20, -1.45, -0.07], [-0.63, -1.62, -1.31], [-0.27, -2.11, 0.14], [-2.14, 1.46, 0.45], [-0.92, 2.01, 1.48], [2.46, 0.41, 0.69], [2.14, 0.18, -1.23]]
}

(2)
{
  "formula": "C10H16O",
  "method": "ωB97M-V/def2-TZVPD",
  "fmax_ev_per_a": 1.50,
  "relative_energy_ev": 1.0844,
  "homo_lumo_gap_ev": 9.40,
  "e_tot_ev": -12676.641,
  "smiles": "CCc1ccc(O)cc1.CC",
  "species": ["C", "C", "C", "C", "C", "C", "O", "C", "C", "H", "H", "H", "H", "H", "H", "H", "H", "H", "H", "C", "C", "H", "H", "H", "H", "H", "H"],
  "coordinates": [[1.54, 0.18, -1.76], [1.65, 1.48, -0.93], [0.92, 1.50, 0.39], [1.28, 2.42, 1.36], [0.51, 2.58, 2.51], [-0.55, 1.72, 2.73], [-1.27, 1.87, 3.89], [-0.96, 0.81, 1.76], [-0.17, 0.67, 0.63], [0.72, 0.22, -2.48], [1.38, -0.69, -1.13], [2.43, 0.02, -2.36], [2.72, 1.63, -0.75], [1.33, 2.30, -1.57], [2.09, 3.11, 1.17], [0.73, 3.38, 3.20], [-1.48, 1.02, 4.32], [-1.88, 0.25, 1.87], [-0.57, 0.15, -0.24], [-0.88, -3.69, -1.75], [-1.78, -2.51, -1.40], [0.04, -3.36, -2.24], [-0.56, -4.21, -0.85], [-1.34, -4.32, -2.52], [-1.26, -1.90, -0.66], [-2.72, -2.79, -0.93], [-1.93, -1.84, -2.24]]
}

(3)
{
  "formula": "C26H39CuIO4PSeSi",
  "method": "ωB97M-V/def2-TZVPD",
  "charge": -1,
  "fmax_ev_per_a": 3.11,
  "relative_energy_ev": 0.0000,
  "homo_lumo_gap_ev": [7.11, 6.56],
  "e_tot_ev": -171042.203,
  "multiplicity": 2,
  "species": ["Cu", "C", "Si", "C", "C", "Se", "H", "H", "H", "H", "H", "H", "H", "H", "H", "O", "C", "O", "C", "C", "C", "C", "C", "C", "H", "H", "H", "H", "H", "I", "C", "C", "C", "C", "C", "C", "C", "O", "O", "H", "H", "H", "H", "C", "C", "C", "P", "C", "C", "C", "C", "C", "C", "H", "H", "H", "H", "H", "H", "H", "H", "H", "H", "H", "H", "H", "H", "H", "H", "H", "H", "H", "H", "H"],
  "coordinates": [[-0.05, 0.68, -0.64], [-2.75, -0.03, -3.75], [-0.91, -0.15, -4.25], [-0.73, 0.56, -6.00], [-0.49, -1.96, -4.37], [0.40, 1.15, -2.91], [-3.39, -0.67, -4.31], [-3.25, 0.95, -3.81], [-2.84, -0.35, -2.70], [-0.54, 1.61, -5.81], [-1.67, 0.46, -6.55], [0.15, 0.20, -6.51], [-1.42, -2.40, -4.03], [0.26, -2.45, -3.72], [-0.37, -2.24, -5.42], [-1.68, -1.29, -0.94], [-0.60, -1.85, -0.74], [0.48, -1.24, -0.41], [-0.54, -3.42, -0.78], [0.67, -4.12, -0.65], [0.56, -5.53, -0.76], [-0.63, -6.19, -1.03], [-1.83, -5.42, -1.09], [-1.73, -4.07, -0.98], [1.60, -3.58, -0.40], [1.43, -6.11, -0.66], [-0.55, -7.21, -1.18], [-2.75, -5.89, -1.36], [-2.57, -3.46, -0.89], [-6.31, -0.36, 3.74], [-4.98, 0.58, 2.54], [-3.83, 0.00, 2.10], [-2.95, 0.68, 1.31], [-3.12, 2.01, 0.99], [-4.30, 2.62, 1.47], [-5.21, 1.91, 2.24], [-2.17, 2.87, 0.20], [-2.42, 4.06, 0.12], [-1.18, 2.25, -0.27], [-3.54, -0.98, 2.48], [-2.15, 0.05, 0.92], [-4.51, 3.67, 1.19], [-6.13, 2.40, 2.53], [3.28, 3.06, 2.80], [1.95, 2.80, 2.12], [1.48, 4.02, 1.29], [1.65, 1.13, 1.29], [3.13, 0.88, 0.23], [4.53, 0.64, 0.88], [3.26, 2.01, -0.80], [1.78, -0.30, 2.52], [0.31, -0.74, 2.92], [2.66, -0.20, 3.78], [3.22, 3.79, 3.69], [4.06, 3.35, 2.08], [3.71, 2.18, 3.32], [1.20, 2.64, 2.83], [2.15, 4.40, 0.52], [1.24, 4.82, 1.98], [0.58, 3.82, 0.76], [2.98, -0.07, -0.22], [4.90, 1.45, 1.52], [5.19, 0.45, 0.08], [4.46, -0.32, 1.44], [4.07, 2.62, -0.47], [2.35, 2.59, -1.05], [3.62, 1.65, -1.79], [2.17, -1.11, 1.89], [-0.19, 0.01, 3.57], [0.34, -1.68, 3.47], [-0.28, -0.95, 2.02], [2.30, 0.51, 4.52], [3.73, -0.03, 3.63], [2.70, -1.15, 4.29]]
}

(4)
{
  "formula": "C3H6N2O",
  "method": "ωB97M-V/def2-TZVPD",
  "fmax_ev_per_a": 1.11,
  "relative_energy_ev": 1.2818,
  "homo_lumo_gap_ev": 11.14,
  "e_tot_ev": -8235.417,
  "smiles": "CNC=O.C#N",
  "species": ["C", "N", "C", "O", "H", "H", "H", "H", "H", "C", "N", "H"],
  "coordinates": [[-1.35, 0.29, 0.92], [-0.10, -0.08, 0.31], [1.05, 0.62, 0.42], [2.09, 0.35, -0.16], [-1.65, -0.42, 1.70], [-1.25, 1.28, 1.37], [-2.14, 0.34, 0.17], [-0.08, -0.89, -0.29], [0.94, 1.49, 1.09], [1.02, -1.00, -2.56], [0.15, -1.50, -3.12], [1.77, -0.53, -1.92]]
}

(5)
{
  "formula": "C6H6N",
  "method": "ωB97M-V/def2-TZVPD",
  "charge": 1,
  "fmax_ev_per_a": 4.80,
  "relative_energy_ev": 4.3657,
  "homo_lumo_gap_ev": [8.04, 8.04],
  "e_tot_ev": -7795.377,
  "species": ["C", "C", "C", "C", "C", "C", "N", "H", "H", "H", "H", "H", "H"],
  "coordinates": [[-0.99, -1.40, 0.56], [-0.73, -0.24, -1.17], [0.93, 0.74, -1.60], [-0.03, 0.88, 1.12], [0.24, -0.55, 0.82], [0.16, 0.49, -0.34], [-1.49, -1.17, -0.61], [-1.42, -2.11, 1.24], [1.73, 0.09, -1.90], [0.67, 1.61, -2.19], [-1.03, 1.21, 1.38], [0.76, 1.44, 1.60], [1.19, -1.00, 1.09]]
}

(6)
{
  "formula": "C16H13Cl2F",
  "method": "ωB97M-V/def2-TZVPD",
  "fmax_ev_per_a": 3.81,
  "homo_lumo_gap_ev": 8.78,
  "e_tot_ev": -44564.931,
  "smiles": "Fc1ccc(/C(=C\\CCCl)c2ccc(Cl)cc2)cc1",
  "species": ["F", "C", "C", "C", "C", "C", "C", "C", "C", "Cl", "C", "C", "C", "C", "Cl", "C", "C", "C", "C", "H", "H", "H", "H", "H", "H", "H", "H", "H", "H", "H", "H", "H"],
  "coordinates": [[-4.96, 0.87, -0.66], [-3.62, 0.76, -0.54], [-3.09, 0.32, 0.70], [-1.74, 0.04, 0.82], [-0.89, 0.42, -0.22], [0.56, 0.22, -0.10], [1.35, 1.32, 0.25], [0.84, 2.71, 0.55], [0.54, 2.82, 2.03], [-0.18, 4.41, 2.50], [1.15, -1.16, -0.33], [2.42, -1.56, 0.17], [2.88, -2.89, -0.02], [2.16, -3.80, -0.74], [2.84, -5.38, -1.05], [0.87, -3.44, -1.24], [0.38, -2.15, -0.93], [-1.41, 0.93, -1.43], [-2.79, 1.07, -1.58], [-3.79, 0.16, 1.52], [-1.33, -0.33, 1.72], [2.42, 1.15, 0.26], [-0.08, 2.91, -0.02], [1.54, 3.48, 0.24], [-0.17, 2.02, 2.28], [1.44, 2.59, 2.60], [3.06, -0.83, 0.68], [3.83, -3.24, 0.33], [0.33, -4.17, -1.84], [-0.65, -1.95, -1.24], [-0.73, 1.20, -2.21], [-3.17, 1.49, -2.51]]
}

(7)
{
  "formula": "C6H10BClF2HfO6",
  "method": "ωB97M-V/def2-TZVPD",
  "charge": 2,
  "fmax_ev_per_a": 6.33,
  "relative_energy_ev": 11.7234,
  "homo_lumo_gap_ev": 1.58,
  "e_tot_ev": -38571.733,
  "species": ["Hf", "B", "H", "H", "H", "H", "Cl", "C", "C", "O", "C", "O", "O", "F", "H", "H", "H", "C", "C", "O", "C", "O", "O", "F", "H", "H", "H"],
  "coordinates": [[23.61, 28.99, 11.57], [24.12, 27.20, 8.58], [23.24, 27.82, 8.55], [24.99, 27.83, 8.63], [24.00, 26.70, 9.53], [24.21, 26.46, 7.79], [22.88, 25.06, 13.26], [21.19, 24.46, 18.47], [20.70, 25.74, 17.84], [20.38, 26.63, 18.86], [21.12, 26.18, 20.00], [21.04, 26.63, 21.17], [21.66, 24.91, 19.76], [19.55, 25.49, 17.17], [21.98, 23.94, 17.92], [20.32, 23.84, 18.68], [21.43, 26.28, 17.23], [28.22, 22.34, 12.55], [28.94, 22.52, 11.21], [29.17, 21.12, 10.94], [28.34, 20.35, 11.75], [28.06, 19.20, 11.35], [27.68, 21.08, 12.64], [30.09, 23.09, 11.33], [27.37, 23.02, 12.51], [28.85, 22.59, 13.40], [28.34, 22.94, 10.41]]
}

(8)
{
  "formula": "C3H8NO",
  "method": "ωB97M-V/def2-TZVPD",
  "charge": 1,
  "fmax_ev_per_a": 3.11,
  "relative_energy_ev": 2.1958,
  "homo_lumo_gap_ev": 8.26,
  "e_tot_ev": -6768.974,
  "species": ["C", "N", "H", "H", "H", "H", "C", "C", "O", "H", "H", "H", "H"],
  "coordinates": [[-0.80, 2.21, -1.87], [-0.98, 1.22, -1.09], [0.05, 2.21, -2.57], [-1.05, 3.20, -1.46], [-1.71, 1.32, -0.39], [-0.29, 0.46, -0.77], [0.69, -1.69, 2.12], [0.42, -1.72, 0.84], [0.63, -0.57, 0.01], [0.58, -2.59, 2.71], [1.43, -1.01, 2.51], [-0.40, -2.35, 0.49], [1.42, -0.70, -0.52]]
}